Record 1
DFT (ωB97M-V/def2-TZVPD) results for C4H4OTl as an isolated structure.

Net charge: +1
HOMO level (spin up / spin down): -14.08 / -13.76 eV
Energy relative to the best compared isomer or geometry (same formula, charge and spin): 150.6 kcal/mol
Multiplicity: 1
Maximum force: 0.196 Eh/bohr
Frontier orbital gap (spin up / spin down): 7.452 / 6.749 eV
LUMO (spin up / spin down): -0.244 / -0.258 Ha

Structure (XYZ):
```
10
Properties=species:S:1:pos:R:3:lowdin_charge:R:1
O -1.792 -0.567 0.606 -0.37
C -0.618 -1.098 0.618 -0.17
C 0.287 -1.046 -0.429 -0.02
C 1.446 -0.235 -0.379 -0.04
C 1.903 0.919 -0.341 0.20
H -0.174 -1.271 1.615 0.16
H -0.185 -1.119 -1.417 0.14
H -0.942 1.806 -0.133 0.00
Tl -2.694 1.062 0.344 1.01
H 2.768 1.549 -0.485 0.08
```

***

Record 2
DFT (ωB97M-V/def2-TZVPD) results for one molecule with the formula C4H4S.

HOMO level: -8.84 eV
Energy relative to the best compared isomer or geometry (same formula, charge and spin): 62.0 kcal/mol
Multiplicity: 1
Maximum force: 0.061 Eh/bohr
Frontier orbital gap: 7.854 eV
LUMO: -0.036 Ha

Structure (XYZ):
```
9
Properties=species:S:1:pos:R:3:lowdin_charge:R:1
C 0.897 1.017 0.047 -0.17
C 0.434 -0.467 0.002 -0.83
C -0.954 -0.698 -0.029 -0.18
C -2.096 -1.036 0.043 0.15
H 1.382 1.375 0.997 0.09
H 1.587 1.181 -0.809 0.07
H 0.078 1.729 -0.299 0.08
H -3.026 -1.593 0.034 0.05
S 1.698 -1.508 0.013 0.73
```

***

Record 3
DFT (ωB97M-V/def2-TZVPD) results for one molecule with the formula C4H4S2.

HOMO level: -8.61 eV
Energy relative to the best compared isomer or geometry (same formula, charge and spin): 8.2 kcal/mol
Multiplicity: 1
Maximum force: 0.067 Eh/bohr
Frontier orbital gap: 8.237 eV
LUMO: -0.014 Ha

Structure (XYZ):
```
10
Properties=species:S:1:pos:R:3:lowdin_charge:R:1
C -0.574 0.189 -0.102 -1.15
C 2.027 -0.238 0.117 -0.45
C 1.537 1.160 0.067 -0.20
C 0.272 1.402 -0.132 -0.20
H 2.690 -0.494 0.994 0.10
H 2.711 -0.430 -0.746 0.09
H 2.198 2.062 0.245 0.14
H -0.191 2.411 -0.357 0.14
S -2.180 0.042 0.082 0.63
S 0.494 -1.206 -0.072 0.90
```

***

Record 4
DFT (ωB97M-V/def2-TZVPD) results for C4H5AlO6 as an isolated structure.

Net charge: +1
HOMO level (spin up / spin down): -12.65 / -12.63 eV
Energy relative to the best compared isomer or geometry (same formula, charge and spin): 122.8 kcal/mol
Multiplicity: 2
Maximum force: 0.212 Eh/bohr
Frontier orbital gap (spin up / spin down): 8.046 / 5.485 eV
LUMO (spin up / spin down): -0.169 / -0.263 Ha

Structure (XYZ):
```
16
Properties=species:S:1:pos:R:3:mulliken_spin:R:1
O 0.620 -2.140 -1.316 0.06
C 0.622 -2.097 -0.060 0.06
O 0.570 -3.148 0.631 0.07
O 0.744 -0.948 0.603 0.01
Al 0.697 -3.772 -1.020 0.78
C 1.547 0.372 -0.476 0.01
C 0.408 0.708 0.423 0.00
H 2.518 0.315 0.028 0.00
H 1.266 0.226 -1.523 0.00
H 0.552 1.031 1.455 0.00
O -0.844 0.834 -0.224 0.00
C -1.817 1.431 0.456 0.00
O -1.738 1.883 1.571 0.00
O -2.876 1.519 -0.335 0.00
H -3.538 2.091 0.074 0.00
H 1.270 1.695 -0.286 0.01
```

***

Record 5
DFT (ωB97M-V/def2-TZVPD) results for C4H5BeLiO2 as an isolated structure.

Net charge: +1
HOMO level (spin up / spin down): -12.67 / -12.66 eV
Energy relative to the best compared isomer or geometry (same formula, charge and spin): 28.7 kcal/mol
Multiplicity: 2
Maximum force: 0.350 Eh/bohr
Frontier orbital gap (spin up / spin down): 5.878 / 5.828 eV
LUMO (spin up / spin down): -0.250 / -0.251 Ha

Structure (XYZ):
```
13
Properties=species:S:1:pos:R:3:mulliken_spin:R:1
H 0.298 0.504 2.294 0.01
C 0.138 -0.191 1.090 -0.04
C 0.764 0.811 0.111 0.01
C -0.127 0.742 -1.134 0.03
C -1.025 -0.439 -0.801 0.38
O -1.238 -0.176 0.933 -0.04
O 0.451 -1.430 0.639 0.21
Li 0.183 -3.146 1.129 -0.01
Be -1.785 -1.262 -1.409 0.39
H 1.802 0.524 -0.110 -0.01
H 0.812 1.805 0.576 0.00
H 0.444 0.590 -2.063 0.01
H -0.717 1.668 -1.255 0.02
```

***

Record 6
DFT (ωB97M-V/def2-TZVPD) results for a 2-piece molecular cluster, C4H5Br2N2 overall.

Net charge: +1
HOMO level (spin up / spin down): -13.93 / -14.01 eV
Energy relative to the best compared isomer or geometry (same formula, charge and spin): 91.3 kcal/mol
Multiplicity: 1
Maximum force: 0.137 Eh/bohr
Frontier orbital gap (spin up / spin down): 6.264 / 7.345 eV
LUMO (spin up / spin down): -0.282 / -0.245 Ha

Structure (XYZ):
```
13
Properties=species:S:1:pos:R:3:lowdin_charge:R:1
C -0.976 -0.024 0.739 0.03
C -0.158 0.779 1.540 -0.68
C 0.761 0.695 -0.509 0.17
C -0.893 -0.673 -1.667 -0.01
N -0.354 -0.055 -0.546 -0.11
N 0.936 1.088 0.757 0.08
Br -0.281 1.143 3.366 0.88
Br 4.148 -1.605 0.246 0.03
H -1.842 -0.453 0.913 0.09
H -1.853 -1.254 -1.464 0.15
H -1.105 0.106 -2.380 0.11
H -0.141 -1.308 -2.093 0.11
H 1.759 1.562 1.096 0.17
```

***

Record 7
DFT (ωB97M-V/def2-TZVPD) results for an isolated ion of composition C4H5BrFN2 and charge +1.

Net charge: +1
HOMO level (spin up / spin down): -11.49 / -15.34 eV
Energy relative to the best compared isomer or geometry (same formula, charge and spin): 0.0 kcal/mol
Multiplicity: 3
Maximum force: 0.142 Eh/bohr
Frontier orbital gap (spin up / spin down): 7.326 / 7.754 eV
LUMO (spin up / spin down): -0.153 / -0.279 Ha

Structure (XYZ):
```
13
Properties=species:S:1:pos:R:3:mulliken_spin:R:1
C 1.807 -1.438 0.221 0.07
C -0.445 -0.931 -0.584 0.22
C 0.002 1.188 0.395 0.56
C 2.542 -0.387 -0.248 0.45
N 0.547 -1.592 -0.230 0.45
N -0.669 0.455 -0.422 0.01
F 1.895 0.451 -1.166 0.03
Br 4.286 0.129 0.044 0.12
H 2.297 -2.211 0.803 0.01
H -1.363 -1.322 -1.222 0.04
H -0.354 2.223 0.551 0.02
H 0.897 0.839 0.980 0.03
H -1.367 0.897 -1.027 0.00
```

***

Record 8
DFT (ωB97M-V/def2-TZVPD) results for one molecule with the formula C4H5BrN2O.

HOMO level: -8.69 eV
Energy relative to the best compared isomer or geometry (same formula, charge and spin): 58.2 kcal/mol
Multiplicity: 1
Maximum force: 0.070 Eh/bohr
Frontier orbital gap: 8.777 eV
LUMO: 0.003 Ha

Structure (XYZ):
```
13
Properties=species:S:1:pos:R:3:lowdin_charge:R:1
C -0.232 -1.442 0.242 -0.11
C 1.142 -1.238 0.130 -0.34
C -1.076 -0.389 0.480 -0.13
C -0.153 1.774 -0.167 -0.29
N -0.800 0.978 0.604 0.08
N 1.667 -0.111 -0.185 -0.38
O 0.246 2.984 0.153 0.12
Br 3.569 0.066 0.070 0.53
H -0.608 -2.501 0.155 0.12
H 1.703 -2.053 0.373 0.07
H -2.015 -0.635 1.047 0.12
H 0.084 1.516 -1.152 0.12
H 0.853 3.136 -0.548 0.10
```

***

Record 9
DFT (ωB97M-V/def2-TZVPD) results for one molecule with the formula C4H5BrN2O2S.

HOMO level (spin up / spin down): -4.94 / -9.53 eV
Multiplicity: 3
Maximum force: 0.129 Eh/bohr
Frontier orbital gap (spin up / spin down): 5.302 / 6.140 eV
LUMO (spin up / spin down): 0.013 / -0.124 Ha

Structure (XYZ):
```
15
Properties=species:S:1:pos:R:3:mulliken_spin:R:1
C -1.207 -0.568 -0.413 0.50
C 1.435 1.360 0.070 0.07
C 0.226 -0.352 1.731 0.01
C 0.878 -0.076 0.185 0.00
N -0.030 -0.276 -0.838 0.59
N -2.098 -0.813 -1.362 0.27
O 1.252 1.875 -1.089 0.01
O 1.630 1.887 1.124 0.04
S -1.453 -1.023 1.248 0.21
Br 2.417 -1.414 0.042 0.31
H 0.808 -1.077 2.308 0.00
H 0.228 0.615 2.101 0.01
H 0.937 1.286 -1.686 -0.01
H -1.879 -0.597 -2.362 0.00
H -3.142 -0.827 -1.059 0.01
```

***

Record 10
DFT (ωB97M-V/def2-TZVPD) results for C4H5CdO2 as an isolated structure.

HOMO level (spin up / spin down): -6.58 / -7.55 eV
Energy relative to the best compared isomer or geometry (same formula, charge and spin): 181.4 kcal/mol
Multiplicity: 2
Maximum force: 0.101 Eh/bohr
Frontier orbital gap (spin up / spin down): 4.822 / 6.007 eV
LUMO (spin up / spin down): -0.065 / -0.057 Ha

Structure (XYZ):
```
12
Properties=species:S:1:pos:R:3:mulliken_spin:R:1
O -2.188 0.223 0.087 0.22
C -3.433 -1.513 0.147 0.14
C -2.213 -1.028 0.187 0.18
H -4.115 -1.728 0.968 0.01
H -0.859 -1.522 0.069 -0.10
H 1.270 -1.874 0.705 0.05
H 0.654 -1.524 -2.221 0.03
C 1.318 -1.319 -1.380 0.72
C 0.786 -1.299 -0.095 0.31
O 1.089 0.035 -0.116 0.14
Cd 0.032 1.673 -0.246 -0.69
H 2.362 -1.102 -1.617 0.00
```

***

Record 11
DFT (ωB97M-V/def2-TZVPD) results for C4H5CeLiO as an isolated structure.

Net charge: +2
HOMO level (spin up / spin down): -14.24 / -14.13 eV
Multiplicity: 3
Maximum force: 0.077 Eh/bohr
Frontier orbital gap (spin up / spin down): 4.873 / 4.694 eV
LUMO (spin up / spin down): -0.344 / -0.347 Ha

Structure (XYZ):
```
12
Properties=species:S:1:pos:R:3:mulliken_spin:R:1
C -2.220 0.289 -0.980 0.12
C -3.352 0.000 -1.352 0.17
H -4.372 -0.172 -1.655 0.01
C -0.428 1.250 -1.939 0.03
C 0.361 2.161 -1.059 -0.28
O 0.392 1.939 0.220 -0.06
Li -1.242 1.112 0.961 0.00
H 0.170 0.326 -2.016 -0.03
H -1.134 2.261 -1.408 0.07
H -0.429 1.639 -2.968 0.00
H 1.291 2.541 -1.516 0.00
Ce 2.398 2.496 1.844 1.99
```

***

Record 12
DFT (ωB97M-V/def2-TZVPD) results for one molecule with the formula C4H5Cl.

HOMO level: -9.01 eV
Energy relative to the best compared isomer or geometry (same formula, charge and spin): 37.3 kcal/mol
Multiplicity: 1
Maximum force: 0.118 Eh/bohr
Frontier orbital gap: 9.879 eV
LUMO: 0.032 Ha

Structure (XYZ):
```
10
Properties=species:S:1:pos:R:3:lowdin_charge:R:1
C 0.155 -0.632 -0.926 -0.17
C 0.414 0.769 -0.538 -0.20
C -0.132 -1.283 0.189 -0.06
C -0.351 1.015 0.525 -0.61
Cl 0.046 2.451 1.463 0.58
H 0.266 -1.045 -2.010 0.14
H 1.277 1.410 -0.772 0.11
H -0.405 -2.426 0.221 0.10
H -0.012 -0.861 1.247 0.09
H -1.256 0.604 0.602 0.03
```